1.
Density functional theory data (ωB97M-V with the def2-TZVPD basis set) for a cluster of 3 separate species, C26H58N5O3 in total at a distorted geometry.

Geometry (Å):
C 4.73565 2.40637 0.60577
C 3.69377 3.40549 0.07868
C 4.16087 4.24628 -1.12396
C 3.01115 4.81702 -2.00952
N 2.84183 4.15921 -3.29558
C 2.39343 2.75812 -3.29860
C 1.06257 2.48573 -2.61707
C -0.14954 3.03063 -3.37753
C -1.44763 2.47592 -2.77236
N -1.52728 1.02539 -2.95337
C 4.04202 4.35345 -4.08362
C 5.37117 3.99669 -3.36769
C 6.26528 3.05404 -4.21558
C 5.71265 1.65589 -4.41631
O 5.33446 1.21003 -5.43367
O 5.64966 0.89502 -3.24281
C 6.75391 0.00741 -3.04237
C 6.37333 -1.42439 -3.16169
O 7.81230 0.48505 -2.82483
N 5.12689 3.45004 -1.98593
H 4.79275 1.51035 -0.02960
H 4.46220 2.06045 1.60561
H 5.74023 2.84555 0.65911
H 2.76191 2.87517 -0.14193
H 3.46053 4.12048 0.87776
H 4.75871 5.08049 -0.73334
H 3.21448 5.87641 -2.21378
H 2.08547 4.78007 -1.42760
H 3.15748 2.05863 -2.91020
H 2.26308 2.48763 -4.35604
H 0.95843 1.39303 -2.55096
H 1.02359 2.85946 -1.58484
H -0.17016 4.12908 -3.32086
H -0.09453 2.73512 -4.43252
H -2.31299 2.98731 -3.21138
H -1.44983 2.71118 -1.69767
H -1.66321 0.51650 -2.09136
H -2.23288 0.75069 -3.62155
H 4.10868 5.40549 -4.39363
H 3.94586 3.75583 -4.99812
H 5.94900 4.91107 -3.18659
H 7.27148 2.97589 -3.78491
H 6.34202 3.48962 -5.21828
H 5.41557 -1.61003 -2.66538
H 7.16399 -2.04543 -2.73727
H 6.24857 -1.65879 -4.22698
H 6.02812 3.46751 -1.50338
H 4.87385 2.45819 -2.01493
C 0.31038 1.60903 1.67459
C -0.95611 0.78097 1.84860
N -0.78390 -0.60523 1.45349
C -2.03958 -1.33387 1.33294
C -2.88179 -1.53281 2.59605
C 0.30353 -1.31561 2.11057
C 0.30763 -1.36022 3.64244
H 0.72057 1.48586 0.66908
H 0.08104 2.66491 1.83049
H 1.08030 1.33185 2.39640
H -1.74312 1.19649 1.21324
H -1.30897 0.89936 2.88421
H -1.81740 -2.30907 0.89210
H -2.65015 -0.80470 0.59426
H -2.43786 -2.26001 3.27476
H -3.86765 -1.91192 2.31884
H -3.03309 -0.59989 3.14030
H 1.24620 -0.86997 1.77881
H 0.31045 -2.33408 1.71558
H 0.14649 -0.37290 4.07828
H 1.27668 -1.71795 3.99526
H -0.45134 -2.03096 4.04029
C -8.26872 -6.73950 2.50497
C -7.15310 -6.28152 3.43207
N -6.22442 -5.36547 2.79157
C -4.99323 -5.17038 3.53266
C -5.07136 -4.50849 4.91338
C -6.81784 -4.17329 2.20964
C -7.64505 -3.26102 3.12377
H -7.85721 -7.13726 1.57640
H -8.85100 -7.52514 2.98744
H -8.95671 -5.93033 2.25726
H -6.57434 -7.15505 3.74425
H -7.60074 -5.86616 4.34885
H -4.30900 -4.59266 2.90312
H -4.52623 -6.15352 3.65013
H -5.29269 -3.44349 4.84535
H -4.10841 -4.60695 5.41961
H -5.82141 -4.97437 5.55311
H -7.45175 -4.48552 1.37608
H -6.00731 -3.59525 1.75633
H -8.36733 -3.82813 3.71246
H -8.20781 -2.54860 2.51736
H -7.02560 -2.68757 3.81226

Output
Net charge ... +1
2S+1 ... 1
E_HOMO ... -9.2 eV

***

2.
Density functional theory data (ωB97M-V with the def2-TZVPD basis set) for a structure of composition C33H52As3BN11O7Sn at a distorted geometry.

Geometry (Å):
Sn 0.32509 -0.64320 1.47560
C -0.11240 2.54880 3.67309
C 1.21091 2.21154 3.07415
C 2.34095 3.03091 3.03211
C 3.34432 2.23738 2.52306
N 2.84825 1.01750 2.28370
N 1.52500 0.99412 2.60523
B 3.67253 -0.23929 1.85335
N 3.44757 -0.53308 0.36203
C 4.07783 -0.12892 -0.75434
C 3.43687 -0.70485 -1.83109
C 2.38268 -1.43790 -1.26854
C 1.34803 -2.26733 -1.95922
N 2.39453 -1.33216 0.05201
N 3.18817 -1.48567 2.64225
C 3.96310 -2.50360 3.05512
C 3.15168 -3.50972 3.52726
C 1.84616 -3.03526 3.34154
C 0.55611 -3.70180 3.68653
N 1.88739 -1.81878 2.80976
N 5.12790 0.01535 2.24339
C 5.56001 0.18685 3.51647
C 6.89631 0.48556 3.47411
C 7.21353 0.48651 2.09708
C 8.52919 0.76563 1.44641
N 6.14630 0.20634 1.36940
H -0.39949 3.56715 3.40833
H -0.88735 1.85209 3.37409
H -0.03377 2.50104 4.76090
H 2.40902 4.06080 3.33768
H 4.38443 2.45438 2.34373
H 4.94620 0.50040 -0.70074
H 3.69847 -0.61234 -2.87212
H 1.49273 -2.24156 -3.03936
H 1.39941 -3.30778 -1.63520
H 0.34195 -1.89834 -1.73447
H 5.03612 -2.44500 2.98625
H 3.45331 -4.45454 3.94555
H 0.53416 -4.71790 3.29135
H 0.43803 -3.76408 4.76915
H -0.29629 -3.15439 3.28469
H 4.88549 0.08170 4.35158
H 7.55558 0.67195 4.30514
H 9.33473 0.22308 1.94193
H 8.49682 0.46505 0.40078
H 8.77107 1.82908 1.48975
C 0.87720 1.25718 -3.34692
As -0.75774 0.55134 -2.58112
C -1.87409 2.13546 -2.48265
C -1.43052 -0.39820 -4.17426
C -2.69599 -1.23008 -3.98772
C -3.00618 -1.93792 -5.31308
C -2.38074 -2.29018 -2.93095
As -1.73365 -1.58629 -1.21079
C -3.31846 -1.62563 -0.07126
C -0.87713 -3.23487 -0.61338
C -3.86236 -0.31502 -3.55413
As -5.70510 -0.78638 -4.11357
C -6.51222 0.76858 -3.23175
C -6.16317 -2.08542 -2.71556
H 0.68630 1.49785 -4.39385
H 1.67243 0.52108 -3.26050
H 1.17241 2.14066 -2.78491
H -2.01825 2.49623 -3.50181
H -1.35220 2.89048 -1.89747
H -2.83154 1.91566 -2.01832
H -0.60310 -1.03515 -4.50155
H -1.57427 0.37666 -4.93487
H -2.13408 -2.49942 -5.65465
H -3.28019 -1.22211 -6.09090
H -3.83532 -2.63943 -5.20163
H -1.56245 -2.91654 -3.29944
H -3.23733 -2.94568 -2.75489
H -3.92809 -2.48707 -0.34272
H -3.90223 -0.71251 -0.17347
H -2.96728 -1.71475 0.95581
H -1.60190 -4.04590 -0.69750
H -0.57319 -3.12283 0.42266
H -0.00825 -3.45429 -1.23148
H -3.72602 0.67909 -3.98843
H -3.86400 -0.17897 -2.46820
H -6.29167 1.67025 -3.80212
H -6.13390 0.88345 -2.21461
H -7.59365 0.64307 -3.19491
H -5.61540 -3.01583 -2.86363
H -7.22754 -2.30763 -2.78659
H -5.94759 -1.69111 -1.72329
C -3.91811 1.76396 1.82975
C -2.65629 2.35628 1.31461
N -1.63514 1.69235 0.80769
C -0.68626 2.63848 0.49444
C -1.14984 3.88744 0.81202
N -2.39890 3.68367 1.33051
C -0.61766 5.27268 0.76859
O 0.59590 5.42457 0.29939
O -1.31644 6.18441 1.15602
C 0.60888 2.26969 -0.14967
O 1.45856 3.16814 -0.31632
O 0.73614 1.06530 -0.52293
H -3.95004 0.70958 1.57240
H -4.79026 2.26397 1.40536
H -3.97096 1.83849 2.91676
H -2.97442 4.43743 1.67447
H 0.97915 4.53015 0.00910
O -1.09354 -0.44440 3.45247
N -2.14650 -1.13534 3.23782
O -3.12440 -0.99376 3.95083
O -2.10001 -2.01664 2.34761

Output
Expectation value of S² ... 0.754
ΔE to the lowest compared entry with this formula, charge and spin ... 36.7 kcal/mol
2S+1 ... 2
E_HOMO (alpha / beta) ... -7.2 / -8.3 eV

***

3.
Density functional theory data (ωB97M-V with the def2-TZVPD basis set) for a structure of composition C5H7N at a distorted geometry.

Geometry (Å):
C 1.24500 0.29866 -0.11897
C 0.10934 -0.11476 -1.01181
C 0.35672 -0.35236 0.94399
C -0.81879 0.72171 0.87006
C -0.97646 0.82884 -0.46270
H 1.44410 1.35600 0.11711
H 2.17065 -0.20922 -0.37513
H 0.22375 0.03325 -2.10997
H 0.52299 -2.02496 -0.35644
H 0.64073 -0.64549 1.95825
H -1.46556 1.10538 1.64165
H -1.73722 1.48992 -0.97453
N -0.18490 -1.34248 -0.17490

Output
ΔE to the lowest compared entry with this formula, charge and spin ... 73.5 kcal/mol
2S+1 ... 1
E_HOMO ... -9.2 eV